[1]
Entry from OMol25: 2 unconnected molecules or ions with the total composition C5H16NO in a non-equilibrium geometry (ωB97M-V with the def2-TZVPD basis set).

XYZ file:
```
23
C5H16NO ωB97M-V with the def2-TZVPD basis set
C 1.26472 1.26842 -0.70412
C -0.01244 0.88456 0.00129
C -0.85225 -0.12637 -0.78048
C -1.55129 0.58225 -1.97458
C -0.24600 -1.47308 -1.20301
N 0.35344 0.22874 1.31901
H 1.17285 1.34526 -1.78510
H 1.95975 0.42244 -0.59424
H 1.81290 2.10082 -0.28588
H -0.66842 1.70656 0.20361
H -1.69559 -0.37652 -0.12726
H -2.57771 0.22603 -2.04445
H -1.00518 0.27721 -2.86586
H -1.64801 1.65111 -1.83071
H -1.12187 -2.00103 -1.58963
H 0.14386 -2.07416 -0.38557
H 0.37122 -1.33189 -2.08942
H 0.91343 -0.57257 1.06598
H -0.48736 -0.09511 1.78985
H 0.83859 0.74316 2.05463
H 0.55018 -1.78280 3.92227
H 1.64115 -0.71553 4.21005
O 0.84404 -0.88750 3.69364
```

E = -329.861018 Eh
Frontier orbital gap = 0.4456 Ha
Strongest force on any atom = 1.53 eV Å⁻¹
E_HOMO = -15.3 eV
Total charge = +1
Energy above the lowest of the compared OMol25 structures with the same formula, charge and spin = 12.4 kcal/mol

=====

[2]
Entry from OMol25: 2 unconnected molecules or ions with the total composition C2H9N2O in a non-equilibrium geometry (ωB97M-V with the def2-TZVPD basis set).

XYZ file:
```
14
C2H9N2O ωB97M-V with the def2-TZVPD basis set
C 1.51849 0.50547 1.53930
N -0.24589 -1.34977 -1.09400
C 0.91202 -0.81286 -0.47717
N 0.63440 0.15697 0.44174
H 1.72675 1.55236 1.49050
H 0.90875 0.35820 2.39479
H 2.33890 -0.18355 1.58324
H -1.14249 -1.14179 -0.67152
H -0.09102 -2.09797 -1.75146
H 1.98123 -1.07473 -0.52918
H -0.31909 0.55286 0.48523
H -3.17618 0.60499 -0.79926
H -2.69361 1.87439 -1.49687
O -2.35227 1.05544 -1.11534
```

E = -266.097850 Eh
Frontier orbital gap = 0.3959 Ha
Strongest force on any atom = 5.54 eV Å⁻¹
E_HOMO = -14.9 eV
Total charge = +1
Energy above the lowest of the compared OMol25 structures with the same formula, charge and spin = 33.8 kcal/mol

=====

[3]
Entry from OMol25: a molecular structure, C12H28BiNO3P2 in a non-equilibrium geometry (ωB97M-V with the def2-TZVPD basis set).

XYZ file:
```
47
C12H28BiNO3P2 ωB97M-V with the def2-TZVPD basis set
C 0.85992 -1.12635 -3.24683
C 0.90757 -1.09792 -1.86057
N -0.22690 -1.14485 -1.13418
C -1.40788 -1.28695 -1.75860
C -1.50816 -1.47431 -3.14524
C -0.33477 -1.36016 -3.92047
C 2.28982 -1.15805 -1.22750
P 2.40670 -1.01911 0.58562
Bi 0.03291 -1.48958 1.67068
P -2.46730 -0.68962 0.79634
C -2.67470 -1.28848 -0.92496
O 2.56650 4.36791 -3.00871
O -1.52373 3.09078 -1.33472
H 1.82284 -1.09448 -3.75798
H -2.47462 -1.67052 -3.59836
H -0.35232 -1.50195 -4.99250
C 3.87774 -1.98220 0.98523
C 2.76840 0.70570 0.97767
H -3.44509 -0.64722 -1.38603
H -3.06129 -2.32130 -0.84070
H 2.98990 -0.44178 -1.69511
H 2.79481 -2.11607 -1.50175
C -3.98910 -1.13354 1.75094
C -2.73516 1.10740 0.63958
H -0.71359 3.00102 -0.83717
H -1.97969 3.80868 -0.87117
H 3.24217 4.22961 -2.34228
H 2.28629 3.46714 -3.13088
H -1.12816 -2.49075 2.61057
H 1.22178 4.95526 1.12318
H 4.77213 -1.53870 0.53591
H 3.98340 -1.96005 2.07767
H 3.77371 -3.01129 0.63106
H 3.83163 0.78115 1.22202
H 2.53356 1.36026 0.13098
H 2.15773 1.00518 1.83901
H -3.80240 1.23916 0.41234
H -2.47023 1.58423 1.58301
H -2.15325 1.65043 -0.12471
H -4.89872 -0.73937 1.26605
H -4.12623 -2.21955 1.85683
H -3.95575 -0.72450 2.77672
C 0.06284 0.46857 4.28702
O 0.03443 0.20596 2.90486
H -0.77618 1.12795 4.54164
H 0.98520 1.01245 4.52455
H 0.00323 -0.44017 4.91092
```

E = -1651.520878 Eh
Frontier orbital gap (alpha / beta) = 0.1010 / 0.1012 Ha
Strongest force on any atom = 3.25 eV Å⁻¹
E_HOMO (alpha / beta) = -3.7 / -3.7 eV
Energy above the lowest of the compared OMol25 structures with the same formula, charge and spin = 67.7 kcal/mol